No. 1
162
Properties=species:S:1:pos:R:3:forces:R:3 method="wB97M-V/def2-TZVPD" energy_ha=-5142.9818 homo_ev=-9.71 spin_multiplicity=1 lumo_energy_ev=-1.2 smiles="O=[N+]([O-])c1ccccc1.O=[N+]([O-])c1ccccc1.O=[N+]([O-])c1ccccc1.O=[N+]([O-])c1ccccc1.O=[N+]([O-])c1ccccc1.O=[N+]([O-])c1ccccc1.O=[N+]([O-])c1ccccc1.O=[N+]([O-])c1ccccc1.O=S1(=O)CCCC1.O=S1(=O)CCCC1.CCCCCC"
O -1.262080 -3.173038 2.455006 1.743 0.615 0.899
N -2.283899 -3.611408 2.024555 -0.819 -0.270 0.198
O -2.553428 -3.657505 0.860772 -0.460 -0.054 -1.978
C -3.273501 -4.111508 2.949151 -0.559 -0.279 1.211
C -2.904585 -4.280821 4.276789 0.400 0.106 -0.053
C -3.823944 -4.787321 5.168283 -0.321 -0.448 0.161
C -5.078339 -5.181906 4.718187 -0.007 -0.039 0.067
C -5.440341 -4.998887 3.394191 -0.153 0.176 -0.077
C -4.546464 -4.425083 2.504989 0.416 -0.251 -0.435
H -1.888802 -4.071490 4.588074 -0.113 0.093 -0.040
H -3.568720 -4.957585 6.206207 0.145 0.094 -0.058
H -5.765379 -5.677065 5.393729 -0.004 0.155 0.031
H -6.425153 -5.301725 3.064651 0.041 0.012 -0.086
H -4.737196 -4.304317 1.446538 -0.287 0.025 0.107
O -3.507936 4.778996 0.462609 1.053 0.147 0.105
N -4.596036 4.366454 0.170189 -0.698 0.214 0.077
O -5.485199 5.047217 -0.292443 -0.380 0.190 -0.394
C -4.906957 2.974413 0.456143 0.089 -1.048 0.219
C -3.904134 2.148399 0.944176 0.123 0.285 0.048
C -4.215147 0.837345 1.257658 0.386 -0.679 -1.050
C -5.471894 0.325030 0.984211 -0.851 0.158 0.621
C -6.486176 1.170293 0.555556 0.398 0.046 -0.747
C -6.180240 2.481689 0.227472 -0.448 0.370 0.042
H -2.887967 2.518547 1.007017 -0.065 0.052 0.179
H -3.417498 0.126876 1.432833 0.096 0.207 0.522
H -5.730809 -0.717317 1.137831 0.326 -0.004 0.078
H -7.470436 0.791606 0.316201 -0.023 -0.041 0.162
H -6.935949 3.112588 -0.220693 0.071 0.135 0.154
O 3.001050 -6.803779 7.334297 -0.337 -0.510 -0.031
N 3.612626 -5.802629 7.041981 0.098 0.004 -0.024
O 4.592823 -5.408474 7.629245 0.384 0.309 0.177
C 3.120102 -5.008487 5.908109 -0.107 -0.186 0.579
C 2.339165 -5.640987 4.957894 0.009 0.734 0.261
C 1.746095 -4.808251 4.021460 0.041 -1.114 -0.238
C 1.993973 -3.456136 4.020925 0.150 1.318 -0.689
C 2.895948 -2.856388 4.893140 -0.986 -1.016 1.208
C 3.361569 -3.652358 5.943376 0.549 0.718 -0.731
H 2.156979 -6.701668 5.024502 0.021 -0.034 -0.104
H 1.129603 -5.280389 3.266834 -0.177 0.322 -0.042
H 1.475235 -2.801924 3.327281 0.053 -0.243 -0.240
H 3.027217 -1.786643 4.945625 0.150 0.056 -0.307
H 3.911973 -3.183314 6.745641 0.171 -0.321 0.082
O 0.875541 4.507682 -0.024785 0.196 0.289 -0.015
N 0.047230 3.969991 -0.727634 0.462 -0.141 0.619
O -0.611345 3.019273 -0.365208 -0.458 -0.391 -0.184
C -0.143753 4.487605 -2.066189 -0.353 0.730 -0.921
C -0.986355 3.818857 -2.931691 -0.474 -0.974 0.039
C -1.273793 4.307242 -4.199920 0.669 0.218 0.891
C -0.609935 5.458077 -4.592173 -0.383 0.863 -0.972
C 0.167272 6.199717 -3.717302 0.513 -0.694 0.936
C 0.405845 5.705625 -2.439721 -0.003 0.125 0.268
H -1.401781 2.871992 -2.598450 -0.137 0.177 0.037
H -2.025106 3.826688 -4.806398 0.289 -0.075 -0.306
H -0.746609 5.837343 -5.601611 -0.114 -0.035 0.110
H 0.666404 7.134891 -3.923105 -0.263 0.028 -0.614
H 0.983104 6.298205 -1.742719 0.042 -0.198 0.066
O 1.585354 8.447926 2.055182 -0.820 -0.126 -0.587
N 2.578410 8.360554 2.729857 0.249 -0.029 -0.215
O 3.041139 9.269476 3.369741 0.422 0.621 0.638
C 3.286736 7.084432 2.749770 -0.410 -0.495 -0.062
C 4.302626 6.918113 3.654691 1.062 -0.713 0.971
C 4.962080 5.691843 3.716616 -0.273 -0.596 0.049
C 4.518736 4.625858 2.959037 0.203 0.413 -1.038
C 3.492765 4.833472 2.036751 -0.111 -0.394 -0.415
C 2.858831 6.052894 1.908882 0.425 0.427 0.614
H 4.627931 7.609216 4.419643 -0.378 0.653 -0.501
H 5.798493 5.502228 4.379411 -0.106 0.404 0.136
H 5.074297 3.696370 2.934374 -0.202 -0.093 0.248
H 3.201809 4.047797 1.349380 -0.033 -0.115 0.165
H 2.065999 6.214502 1.198565 -0.043 0.011 0.000
O 5.130891 1.965164 -2.425822 -0.168 -0.334 0.520
N 4.682254 0.991472 -1.830775 0.101 1.324 -0.940
O 3.907956 1.067917 -0.895160 0.453 -0.565 -0.166
C 5.058699 -0.302035 -2.392042 -0.070 -0.723 0.289
C 4.653984 -1.464599 -1.757279 0.748 0.020 -0.026
C 5.010667 -2.673920 -2.338941 -0.659 -0.636 0.930
C 5.706412 -2.773636 -3.524268 0.499 0.661 -0.116
C 6.147416 -1.587125 -4.113664 -0.703 -0.373 -0.077
C 5.797167 -0.366038 -3.560462 0.680 0.192 -0.480
H 4.202522 -1.460075 -0.775089 -0.283 0.192 -0.156
H 4.705687 -3.554434 -1.779876 0.133 -0.114 -0.257
H 5.952799 -3.732323 -3.959011 -0.050 -0.030 0.032
H 6.647959 -1.593888 -5.072200 0.221 -0.052 0.113
H 6.171160 0.501243 -4.085050 -0.321 0.312 0.311
O 0.408835 3.513441 6.026385 0.766 0.192 0.527
N -0.562956 3.090378 5.462219 -0.710 -0.169 -0.517
O -1.460329 3.773898 5.019356 -0.240 0.292 -0.036
C -0.674856 1.641243 5.244092 -0.166 -0.337 0.576
C -1.789412 1.150063 4.589344 -0.189 0.350 -0.547
C -1.895985 -0.207930 4.356997 0.263 -0.179 0.507
C -0.896638 -1.033364 4.851208 0.786 -0.500 -0.714
C 0.230776 -0.532829 5.484494 -0.592 0.205 0.761
C 0.286556 0.818455 5.798054 0.136 0.033 -0.130
H -2.545626 1.849997 4.261882 0.041 -0.026 -0.105
H -2.734433 -0.641045 3.832791 -0.160 0.113 -0.003
H -0.885375 -2.100324 4.663546 -0.336 0.073 -0.085
H 0.980244 -1.230132 5.827045 0.047 0.088 0.151
H 0.993273 1.248422 6.495078 0.343 -0.053 -0.380
O 3.190964 -5.051233 -0.260266 0.889 -0.459 -0.026
N 2.182107 -4.395759 -0.245569 -0.643 0.355 -0.172
O 1.773796 -3.763132 0.696686 -0.118 0.361 0.919
C 1.370745 -4.346237 -1.439315 -0.762 0.014 -1.669
C 0.075948 -3.851088 -1.425395 -0.129 -0.117 1.082
C -0.688842 -3.857351 -2.580912 0.912 -0.404 -0.089
C -0.132900 -4.377977 -3.756950 -1.211 0.492 0.256
C 1.178321 -4.831998 -3.811692 -0.724 1.034 0.162
C 1.908272 -4.761728 -2.643180 1.385 -0.733 -0.252
H -0.320699 -3.519973 -0.472064 -0.132 0.106 -0.140
H -1.687721 -3.446568 -2.560644 -0.070 -0.170 -0.046
H -0.819531 -4.353259 -4.598389 0.530 -0.208 -0.325
H 1.625985 -5.017840 -4.775329 0.114 -0.390 0.116
H 2.955358 -5.043310 -2.686432 -0.098 -0.071 0.184
O 2.015622 -0.623857 -7.192888 -0.023 -0.073 -0.357
S 1.645998 -1.376076 -6.029101 0.698 0.096 1.524
O 1.514278 -2.817595 -6.043408 -0.363 0.182 -0.570
C 2.764446 -1.038843 -4.636787 -0.083 -0.124 0.043
C 1.825278 -0.925721 -3.439592 0.113 0.852 -0.049
C 0.695450 -0.026619 -3.932276 -0.713 0.319 0.304
C 0.164167 -0.640831 -5.218300 0.917 -0.625 -0.666
H 3.293833 -0.105932 -4.837981 -0.237 0.105 0.015
H 3.516407 -1.812144 -4.482155 -0.286 -0.185 -0.499
H 1.418461 -1.882183 -3.104740 0.253 -0.123 -0.112
H 2.368075 -0.447926 -2.620971 -0.267 -0.197 0.118
H 1.062200 0.993744 -4.080745 0.150 -0.107 -0.336
H -0.118894 0.107085 -3.212935 0.092 -0.337 0.051
H -0.280585 0.046917 -5.930013 -0.164 -0.027 0.008
H -0.411097 -1.556820 -5.076116 -0.452 0.324 0.273
O -4.766734 1.779220 -7.496173 0.016 0.381 0.041
S -5.003030 0.986460 -6.323111 -0.077 -0.680 0.199
O -5.973723 -0.076430 -6.385119 0.130 -0.146 -0.009
C -3.387999 0.384036 -5.709575 -0.882 1.565 -0.203
C -3.441871 0.615662 -4.219306 0.002 -0.459 0.958
C -4.197948 1.924221 -3.908485 0.351 -0.170 -0.654
C -5.401913 1.946709 -4.858254 -0.365 0.316 1.131
H -2.768326 1.177327 -6.134376 0.474 -0.446 -0.228
H -3.185544 -0.601387 -6.107073 0.065 -0.102 0.072
H -3.971735 -0.178028 -3.685546 0.048 -0.227 -0.249
H -2.440454 0.641344 -3.787397 0.056 0.009 -0.080
H -3.537631 2.783176 -4.034034 -0.184 0.007 -0.069
H -4.535927 1.903966 -2.874280 0.020 0.146 0.042
H -5.825168 2.931551 -5.045207 0.354 0.055 -0.481
H -6.194617 1.411707 -4.333619 -0.083 -0.301 -0.418
C 2.315333 0.835146 2.450447 0.895 -0.106 0.907
C 1.630616 0.868665 1.105956 -0.918 0.149 0.114
C 1.342725 -0.525738 0.562193 0.535 -0.979 1.104
C 0.248515 -0.548142 -0.508200 1.500 0.581 0.360
C -1.159309 -0.431944 0.074167 0.785 -0.034 -1.129
C -2.178069 -0.687510 -1.027536 -1.225 0.533 0.251
H 3.226214 0.223275 2.406893 -0.038 -0.015 -0.075
H 1.722258 0.419646 3.271338 -0.351 -0.288 -0.392
H 2.638918 1.786690 2.886954 -0.095 0.249 -0.579
H 0.665963 1.377802 1.200482 0.111 0.177 0.069
H 2.202137 1.427451 0.361825 -0.065 0.009 0.245
H 1.095878 -1.225313 1.380423 -0.543 0.404 0.093
H 2.307361 -0.995832 0.313438 -0.184 0.278 -0.852
H 0.515530 0.341844 -1.098072 -0.557 -0.130 -0.329
H 0.388233 -1.418211 -1.153767 -0.327 0.063 0.114
H -1.252264 -1.162710 0.880246 -0.130 0.108 0.055
H -1.264027 0.590162 0.442895 -0.182 -0.165 0.322
H -2.435428 0.191775 -1.630069 0.561 0.183 0.098
H -1.902891 -1.467311 -1.738100 0.006 -0.171 0.291
H -3.148232 -0.891944 -0.560535 0.060 -0.534 -0.265

=====

No. 2
18
Properties=species:S:1:pos:R:3:forces:R:3 method="wB97M-V/def2-TZVPD" energy_ha=-322.5709 homo_ev=-20.23 spin_multiplicity=1 charge=+2 lumo_energy_ev=-9.2 smiles="N[N@@H+]1CCC=[NH+]C1" de_lowest_kj_mol=146.64
N -1.243455 0.266152 -1.977596 1.282 -0.327 1.578
N -0.655021 -0.264525 -0.618269 -1.292 0.393 -2.297
C -0.781072 0.785277 0.416368 -0.094 0.690 0.573
C -0.006492 0.402060 1.679214 -0.634 0.135 -0.007
C 1.275208 -0.240094 1.404802 0.402 -0.088 0.325
N 1.601033 -0.647401 0.233946 0.193 -0.114 0.369
C 0.763494 -0.552747 -0.943271 0.151 0.107 -1.257
H -2.021330 0.897288 -1.792492 -0.065 -0.173 0.429
H -1.561368 -0.514333 -2.546304 -0.036 -0.335 0.248
H -1.159357 -1.115221 -0.330262 0.092 0.145 -0.071
H -1.837430 0.938907 0.648904 0.102 -0.093 -0.127
H -0.383246 1.713496 -0.006501 -0.045 -0.186 -0.095
H 0.155180 1.298661 2.292563 0.110 -0.074 -0.088
H -0.574111 -0.257265 2.356378 0.072 -0.023 -0.121
H 1.966733 -0.396965 2.231203 0.134 -0.049 -0.195
H 2.516438 -1.074518 0.063009 -0.121 0.036 0.211
H 1.113547 0.254933 -1.607832 -0.147 -0.215 0.337
H 0.831252 -1.493704 -1.503861 -0.102 0.171 0.188

=====

No. 3
40
Properties=species:S:1:pos:R:3:forces:R:3 method="wB97M-V/def2-TZVPD" energy_ha=-1022.5634 homo_ev=-8.96 spin_multiplicity=1 lumo_energy_ev=0.2 smiles="[H]/N=C(/N)NCCC[C@H](N)C(=O)N[C@@H](CC(N)=O)C(=O)O" de_lowest_kj_mol=227.42
H 4.549946 0.378585 1.458331 -0.367 0.655 0.412
N 5.084258 -0.226576 0.876289 0.669 -0.921 -1.337
C 4.699476 -0.197932 -0.339975 -0.816 -0.595 -1.491
N 5.309570 -0.984913 -1.431130 -1.663 0.165 0.795
N 3.627244 0.513578 -0.896274 1.725 -1.089 0.405
C 2.808765 1.378731 -0.042566 -0.060 -2.197 -1.543
C 1.816113 0.540646 0.781326 -0.117 1.621 0.416
C 0.860319 -0.233193 -0.096862 0.271 -1.929 -0.212
C -0.027600 -1.255846 0.641098 -0.059 1.545 -0.340
N -0.619380 -2.137997 -0.327450 0.793 -0.499 0.563
C -0.965426 -0.569521 1.628520 0.745 -0.624 -3.036
O -0.979564 -0.890027 2.755787 0.052 -1.076 3.727
N -1.899042 0.356633 1.230986 -1.346 -0.272 0.992
C -2.199576 0.865810 -0.061652 0.233 -1.489 -1.370
C -3.699667 0.753401 -0.265379 -0.617 0.231 -0.958
C -4.087603 -0.658884 -0.781508 -0.078 -0.340 0.929
N -5.344312 -1.215156 -0.744706 -0.036 0.565 0.168
O -3.222930 -1.397939 -1.208006 0.583 0.316 -0.694
C -1.646399 2.235145 -0.261017 0.481 3.591 -1.316
O -1.710122 2.914558 -1.299321 -0.220 -2.221 2.289
O -1.004264 2.732302 0.806469 -0.006 -1.842 1.632
H 5.964007 -1.627734 -1.041525 0.670 -0.301 0.376
H 4.593516 -1.580784 -1.929558 0.878 1.163 0.886
H 3.764606 0.528258 -1.911630 -0.829 0.792 0.758
H 2.256618 1.947675 -0.744578 -0.662 1.072 -0.391
H 3.453076 1.991661 0.532285 0.438 0.779 0.802
H 2.363612 -0.109712 1.482592 -0.382 0.102 -0.247
H 1.272725 1.330226 1.362201 0.232 -0.808 -0.029
H 0.222337 0.345617 -0.777962 0.585 0.251 0.202
H 1.403147 -0.970208 -0.720529 0.161 0.871 -0.092
H 0.546229 -1.852038 1.299063 1.016 -0.541 0.587
H -1.372588 -1.720085 -0.808343 -1.025 0.098 -0.604
H -0.882247 -3.019445 0.089612 -0.279 0.080 -0.092
H -2.736343 0.071141 1.757056 0.459 0.898 -0.100
H -1.648790 0.327247 -0.883838 -1.003 0.058 0.747
H -4.275046 1.059827 0.632365 0.332 -0.187 -0.444
H -3.874498 1.501834 -1.042393 -0.696 -0.192 -0.150
H -5.242174 -2.139660 -1.176897 -0.742 0.440 0.622
H -6.120637 -0.985611 -0.108949 0.862 -0.061 -0.765
H -1.037344 2.000378 1.568058 -0.184 1.890 -2.099